# 1
The following is a quantum chemistry calculation of C9H16Cl3CuN7O7P2S2 as an isolated structure in a non-equilibrium geometry, from the OMol25 dataset.

Computed properties:
Max |F| in eV Å⁻¹: 3.3
HOMO-LUMO gap (alpha / beta) in eV: 8.4 / 7.3
Highest occupied orbital energy (alpha / beta) in eV: -8.3 / -8.4
LUMO energy (alpha / beta) in eV: 0.1 / -1.1

The geometry in ORCA input format:
```
! wB97M-V def2-TZVPD RIJCOSX def2/J DEFGRID3
* xyz 0 2
Cu 0.1577 0.7686 -1.2836
O -2.9280 2.5606 -0.4345
P -1.8749 2.2804 0.7103
O -2.2214 2.8607 2.0080
O -1.3463 0.8674 0.5740
O -0.5038 3.1975 0.1605
P -0.0273 3.2169 -1.3244
O -0.5784 4.5469 -1.9720
O 1.5292 3.4893 -1.1754
O -0.3732 2.1110 -2.2739
H -2.9336 1.8393 -1.1044
H -0.5691 5.3120 -1.3823
C 2.9174 -0.0854 3.6554
C 2.4005 -0.8628 2.5042
N 2.4792 -2.1380 2.3387
N 1.8440 -2.3627 1.1450
C 1.3894 -1.2484 0.5559
S 0.5580 -1.2067 -0.9180
N 1.7423 -0.2741 1.4320
N 1.4953 1.0745 1.2235
H 3.4026 -0.7641 4.3510
H 2.1004 0.4258 4.1670
H 3.6342 0.6677 3.3257
H 1.7998 -3.2869 0.7583
H 2.3461 1.6126 1.3066
H 0.7762 1.4150 1.8488
S -2.3214 -0.0640 -2.3270
C -2.4893 -1.5265 -1.4722
N -2.4388 -2.6968 -2.1304
C -2.3009 -3.9733 -1.4352
C -3.1149 -3.9228 -0.1524
C -2.6707 -2.7191 0.6617
N -2.7418 -1.5176 -0.1660
H -2.1879 -2.6361 -3.1016
H -1.2478 -4.1571 -1.1989
H -2.6475 -4.7665 -2.0945
H -2.9797 -4.8389 0.4202
H -4.1737 -3.8175 -0.3980
H -1.6447 -2.8593 1.0178
H -3.3155 -2.5729 1.5258
H -2.5612 -0.6197 0.2823
Cl 5.0303 1.8539 -2.0826
C 3.8416 3.0590 -1.6270
Cl 3.8467 4.3924 -2.7937
Cl 4.2595 3.7067 -0.0018
C 2.4453 2.4356 -1.5200
N 2.1963 1.2235 -1.6030
*
```

# 2
The following is a quantum chemistry calculation of a 2-piece molecular cluster, CH4NO2S2 overall in a non-equilibrium geometry, from the OMol25 dataset.

Computed properties:
Max |F| in eV Å⁻¹: 3.8
HOMO-LUMO gap in eV: 7.3
Highest occupied orbital energy in eV: -3.9
LUMO energy in eV: 3.4

The geometry in ORCA input format:
```
! wB97M-V def2-TZVPD RIJCOSX def2/J DEFGRID3
* xyz -1 1
C 1.3652 -0.6242 1.1458
N -0.4526 0.8940 0.0490
O -1.7066 -0.9260 -0.7395
O -1.2489 0.8157 -2.3256
S 2.8372 -0.1990 0.6194
S -0.5271 0.0680 -1.2919
H 0.6879 -1.1318 0.3683
H 1.1062 -0.2266 2.0696
H 0.0228 1.7197 0.1588
H -2.0840 -0.3898 -0.0539
*
```

# 3
The following is a quantum chemistry calculation of C22H20CdNO9S as an isolated structure in a non-equilibrium geometry, from the OMol25 dataset.

Computed properties:
Max |F| in eV Å⁻¹: 1.8
HOMO-LUMO gap in eV: 7.4
Highest occupied orbital energy in eV: -5.3
LUMO energy in eV: 2.1

The geometry in ORCA input format:
```
! wB97M-V def2-TZVPD RIJCOSX def2/J DEFGRID3
* xyz -1 1
Cd -0.3037 -0.9504 -1.0219
C 0.6494 5.9880 -1.2601
O 0.4303 5.6457 0.0866
C 0.2103 4.3358 0.3871
C -0.0718 4.0695 1.7452
C -0.3617 2.7962 2.1371
C -0.4067 1.7081 1.2327
C -0.7090 0.3825 1.6906
C -0.8866 0.1265 3.1745
O -0.8625 -0.6085 0.9500
C -0.1031 1.9668 -0.1517
O -0.0996 1.0924 -1.0839
C 0.2194 3.3062 -0.5166
H 0.7346 7.0742 -1.2907
H -0.1907 5.6738 -1.8886
H 1.5760 5.5419 -1.6346
H -0.0540 4.8927 2.4434
H -0.5898 2.6237 3.1780
H -1.8720 0.4584 3.4971
H -0.1333 0.6302 3.7683
H -0.8126 -0.9445 3.3397
H 0.4511 3.4614 -1.5591
N 1.8614 -1.1693 -1.4767
C 2.7497 -1.4463 -0.3794
C 3.5592 -2.5756 -0.3902
C 4.4704 -2.7640 0.6385
C 4.5591 -1.8436 1.6603
C 3.7216 -0.7479 1.6987
C 2.8148 -0.5385 0.6750
S 5.7959 -2.0381 2.9773
O 6.8100 -2.9129 2.3990
O 5.0430 -2.6264 4.0797
O 6.2473 -0.6735 3.2303
H 2.0555 -1.7944 -2.2590
H 1.9906 -0.2030 -1.7783
H 3.4759 -3.2942 -1.1996
H 5.1419 -3.6090 0.6656
H 3.8235 -0.0586 2.5235
H 2.1638 0.3294 0.6648
O -3.2748 -0.3363 -1.0149
C -4.0439 -1.2815 -1.6261
C -5.4310 -1.2547 -1.5854
C -6.1542 -2.2921 -2.1538
C -5.5029 -3.3434 -2.7735
C -4.1160 -3.3596 -2.8414
C -3.3857 -2.3273 -2.2879
C -1.8863 -2.2034 -2.1897
O -1.3198 -2.8323 -1.2685
O -1.2978 -1.3576 -2.9001
H -3.8368 0.3334 -0.6027
H -5.9416 -0.4304 -1.1031
H -7.2336 -2.2840 -2.0974
H -6.0758 -4.1572 -3.1937
H -3.5952 -4.1796 -3.3125
*
```

# 4
The following is a quantum chemistry calculation of C5H10O3 as an isolated structure in a non-equilibrium geometry, from the OMol25 dataset.

Computed properties:
Max |F| in eV Å⁻¹: 12.1
HOMO-LUMO gap in eV: 9.5
Highest occupied orbital energy in eV: -9.7
LUMO energy in eV: -0.2

The geometry in ORCA input format:
```
! wB97M-V def2-TZVPD RIJCOSX def2/J DEFGRID3
* xyz 0 1
C 0.1908 -1.0017 1.6646
C -0.4347 -0.5113 0.3510
C -0.7730 -1.4552 -0.6468
C 0.5358 0.5939 -0.2863
C -0.1099 1.3208 -1.5450
H 1.0043 -1.3715 1.1758
H -0.4602 -1.9328 2.2935
H 0.2349 -0.4199 2.6969
H -1.0683 -0.1151 0.8468
H -1.3674 -2.4257 -0.2204
H 0.1525 -1.9260 -1.2162
H -1.5911 -1.0870 -1.7140
H 1.5173 0.5367 -0.6558
H 2.0745 1.8257 0.5987
H -0.1985 2.9312 -0.2538
O 0.8058 1.6335 0.7827
O -0.3110 2.6072 -1.3161
O -0.2018 0.7971 -2.5556
*
```

Ordered energy relative to the best compared isomer or geometry (same formula, charge and spin) results: 8.4; 84.0; 22.3; 171.3; unit kcal/mol.